Entry 1:
Entry from the Open Molecules 2025 dataset: a cluster of 22 separate species, C32H30BrCl63F2N2 in total in a non-equilibrium geometry (ωB97M-V/def2-TZVPD).

Last column: Mulliken charge in e.
Cartesian coordinates (Å):
C (0.62, -6.61, -1.68)  -0.73
C (1.07, -7.01, -0.21)  -0.16
C (2.39, -6.32, 0.30)  0.73
F (3.58, -6.91, -0.20)  -0.38
C (2.49, -4.78, -0.07)  0.22
C (1.88, -3.72, 0.80)  0.22
N (1.88, -2.38, 0.57)  -0.60
C (2.54, -2.14, -0.63)  0.50
C (2.64, -0.69, -1.08)  -0.40
C (3.32, -0.32, -2.33)  0.20
F (3.42, 0.98, -2.79)  -0.20
C (3.95, -1.36, -3.20)  -0.43
C (3.87, -2.74, -2.77)  -0.04
Br (4.71, -4.16, -3.83)  -0.13
C (3.17, -3.15, -1.49)  0.22
N (3.15, -4.50, -1.21)  -0.30
H (1.30, -5.89, -2.20)  0.25
H (-0.42, -6.17, -1.59)  0.03
H (0.54, -7.51, -2.35)  0.33
H (1.28, -8.13, -0.24)  0.28
H (0.25, -6.78, 0.52)  0.19
H (2.43, -6.47, 1.44)  -0.38
H (1.37, -4.07, 1.74)  -0.13
H (2.20, 0.14, -0.47)  0.39
H (4.49, -1.16, -4.15)  0.40
C (0.39, 1.83, -4.52)  0.12
Cl (-0.52, 3.33, -4.33)  -0.06
Cl (-0.65, 0.41, -4.30)  -0.09
Cl (1.16, 1.82, -6.11)  0.03
H (1.17, 1.80, -3.77)  -0.07
C (2.55, -7.04, 4.78)  -0.16
Cl (2.00, -6.34, 3.24)  -0.08
Cl (1.78, -6.21, 6.13)  -0.10
Cl (2.21, -8.77, 4.82)  -0.07
H (3.62, -6.89, 4.85)  0.34
C (-3.57, 6.27, -4.58)  0.69
Cl (-2.14, 5.83, -3.63)  -0.10
Cl (-4.55, 4.83, -4.89)  -0.09
Cl (-4.52, 7.52, -3.77)  -0.09
H (-3.24, 6.66, -5.53)  -0.41
C (-4.43, 8.58, 0.46)  0.95
Cl (-6.18, 8.40, 0.32)  -0.14
Cl (-3.60, 7.59, -0.74)  -0.05
Cl (-3.96, 10.28, 0.29)  -0.15
H (-4.13, 8.25, 1.45)  -0.64
C (-3.24, 7.98, 4.77)  0.45
Cl (-1.90, 7.33, 3.81)  -0.09
Cl (-2.70, 9.35, 5.74)  -0.13
Cl (-4.59, 8.45, 3.72)  -0.11
H (-3.59, 7.20, 5.44)  -0.13
C (-1.16, -10.88, 3.22)  0.42
Cl (-1.84, -12.09, 2.13)  -0.12
Cl (-0.22, -11.66, 4.50)  -0.05
Cl (-0.15, -9.73, 2.34)  -0.01
H (-1.97, -10.34, 3.68)  -0.24
C (-0.48, 10.24, -1.78)  -0.06
Cl (-1.40, 8.84, -2.33)  0.03
Cl (0.42, 9.86, -0.31)  -0.11
Cl (0.62, 10.80, -3.05)  -0.14
H (-1.17, 11.04, -1.56)  0.27
C (-5.03, -8.86, 2.87)  -0.03
Cl (-3.93, -8.92, 1.49)  -0.10
Cl (-4.35, -9.76, 4.24)  -0.13
Cl (-5.36, -7.19, 3.33)  -0.09
H (-5.96, -9.33, 2.59)  0.34
C (3.45, 0.14, -9.32)  0.07
Cl (2.46, 1.58, -9.03)  -0.07
Cl (2.45, -1.32, -9.27)  -0.13
Cl (4.28, 0.27, -10.88)  -0.13
H (4.19, 0.07, -8.54)  0.28
C (1.23, -14.56, 7.06)  -0.03
Cl (-0.47, -14.94, 6.73)  -0.11
Cl (2.23, -14.88, 5.64)  -0.11
Cl (1.40, -12.89, 7.59)  -0.10
H (1.57, -15.21, 7.87)  0.35
C (4.68, 4.30, -5.59)  -0.17
Cl (5.74, 3.37, -4.53)  -0.10
Cl (4.03, 3.24, -6.83)  -0.02
Cl (3.36, 5.06, -4.68)  -0.09
H (5.26, 5.09, -6.06)  0.37
C (-1.58, -3.62, -4.00)  -0.15
Cl (-0.02, -2.90, -3.61)  0.00
Cl (-1.46, -5.38, -4.06)  -0.12
Cl (-2.80, -3.12, -2.82)  -0.11
H (-1.89, -3.26, -4.97)  0.39
C (5.15, 4.34, -0.35)  0.01
Cl (4.33, 3.06, -1.26)  -0.02
Cl (6.02, 3.66, 1.03)  -0.14
Cl (6.25, 5.24, -1.39)  -0.10
H (4.39, 5.02, 0.02)  0.24
C (-4.16, 3.69, 3.13)  -0.11
Cl (-3.17, 2.93, 1.87)  -0.11
Cl (-3.52, 3.32, 4.73)  -0.13
Cl (-4.24, 5.44, 2.88)  0.01
H (-5.16, 3.29, 3.06)  0.34
C (-3.84, 6.31, 8.61)  0.58
Cl (-3.13, 7.87, 9.04)  -0.09
Cl (-5.60, 6.42, 8.55)  -0.14
Cl (-3.19, 5.73, 7.07)  -0.06
H (-3.56, 5.59, 9.39)  -0.27
C (-0.85, 5.35, 10.89)  0.10
Cl (-2.53, 4.91, 11.21)  -0.16
Cl (0.22, 4.63, 12.10)  -0.13
Cl (-0.38, 4.83, 9.26)  -0.10
H (-0.76, 6.43, 10.94)  0.29
C (-0.45, 3.51, -11.49)  0.07
Cl (-1.35, 3.53, -13.01)  -0.14
Cl (-1.47, 2.94, -10.17)  -0.11
Cl (0.99, 2.50, -11.63)  -0.10
H (-0.14, 4.52, -11.27)  0.25
C (-2.35, -3.89, 2.47)  -0.04
Cl (-0.88, -4.43, 3.29)  -0.10
Cl (-2.62, -4.82, 0.99)  -0.10
Cl (-3.74, -4.02, 3.55)  -0.13
H (-2.22, -2.84, 2.20)  0.32
C (7.13, 9.04, -0.07)  0.03
Cl (7.37, 10.21, 1.24)  -0.13
Cl (8.29, 7.72, 0.06)  -0.11
Cl (5.47, 8.42, -0.05)  -0.10
H (7.29, 9.55, -1.01)  0.29
C (-3.05, 6.56, -8.43)  0.03
Cl (-1.99, 5.65, -7.34)  -0.04
Cl (-3.75, 5.50, -9.65)  -0.11
Cl (-4.32, 7.38, -7.51)  -0.12
H (-2.45, 7.32, -8.93)  0.32
C (-1.95, -8.52, 7.51)  -0.12
Cl (-0.52, -8.54, 6.47)  0.06
Cl (-1.63, -7.58, 8.97)  -0.14
Cl (-3.35, -7.86, 6.64)  -0.08
H (-2.18, -9.54, 7.79)  0.32

As for the HOMO-LUMO gap: 8.12 eV. Its LUMO energy is -0.8205 eV. The HOMO energy is -8.94 eV. Its net charge is 0.



Entry 2:
Entry from the Open Molecules 2025 dataset: a structure of composition C44H34N2O6OsP2Si in a non-equilibrium geometry (ωB97M-V/def2-TZVPD).

Last column: Mulliken charge in e.
Cartesian coordinates (Å):
Os (0.43, 0.20, 0.01)  3.69
C (0.67, 3.64, -1.04)  -1.30
Si (-0.39, 2.11, -1.31)  0.36
C (-0.33, 1.53, -3.12)  -0.18
C (-0.93, 2.22, -4.17)  -0.74
C (-0.76, 1.82, -5.48)  -0.84
C (0.05, 0.73, -5.78)  -0.91
C (0.68, 0.03, -4.76)  -0.66
C (0.46, 0.43, -3.44)  1.11
P (1.27, -0.34, -2.04)  0.81
C (0.95, -2.09, -1.83)  0.20
C (-0.01, -2.78, -2.58)  -0.64
C (-0.24, -4.11, -2.32)  -0.73
C (0.44, -4.75, -1.29)  -0.55
C (1.38, -4.07, -0.53)  -0.96
C (1.64, -2.74, -0.79)  -0.38
C (3.06, -0.13, -2.08)  0.87
C (3.61, 1.04, -1.55)  -0.23
C (4.98, 1.25, -1.62)  -1.01
C (5.79, 0.30, -2.22)  -0.58
C (5.25, -0.86, -2.74)  -0.76
C (3.88, -1.08, -2.67)  -0.47
C (-2.18, 2.42, -0.75)  0.55
C (-2.90, 3.61, -0.87)  -0.68
C (-4.24, 3.65, -0.54)  -0.77
C (-4.90, 2.51, -0.10)  -0.83
C (-4.21, 1.31, 0.03)  -0.48
C (-2.85, 1.30, -0.26)  -0.21
P (-1.84, -0.19, -0.08)  0.91
C (-1.83, -0.71, 1.65)  0.21
C (-1.12, -1.87, 2.01)  0.32
C (-1.05, -2.26, 3.33)  -0.97
C (-1.68, -1.51, 4.31)  -0.77
C (-2.39, -0.36, 3.96)  -0.89
C (-2.46, 0.04, 2.64)  -1.10
C (-2.56, -1.45, -1.14)  0.99
C (-2.77, -1.09, -2.48)  -0.79
C (-3.41, -1.97, -3.33)  -0.66
C (-3.86, -3.20, -2.85)  -0.71
C (-3.66, -3.55, -1.53)  -0.79
C (-3.02, -2.67, -0.67)  -0.60
H (0.41, 4.42, -1.76)  0.48
H (1.73, 3.43, -1.18)  0.42
H (0.52, 4.04, -0.04)  0.41
H (-1.55, 3.09, -3.96)  0.44
H (-1.24, 2.37, -6.28)  0.49
H (0.20, 0.43, -6.81)  0.46
H (1.32, -0.81, -4.99)  0.55
H (-0.52, -2.28, -3.39)  0.62
H (-0.96, -4.66, -2.92)  0.54
H (0.25, -5.80, -1.09)  0.48
H (1.92, -4.58, 0.26)  0.51
H (2.39, -2.21, -0.22)  0.50
H (2.98, 1.79, -1.08)  -0.05
H (5.40, 2.15, -1.20)  0.48
H (6.86, 0.47, -2.27)  0.43
H (5.89, -1.60, -3.20)  0.46
H (3.47, -1.99, -3.08)  0.47
H (-2.41, 4.51, -1.24)  0.51
H (-4.79, 4.58, -0.63)  0.47
H (-5.95, 2.55, 0.14)  0.46
H (-4.72, 0.42, 0.37)  0.54
H (-0.64, -2.48, 1.24)  0.25
H (-0.50, -3.16, 3.60)  0.51
H (-1.63, -1.82, 5.34)  0.49
H (-2.89, 0.22, 4.73)  0.49
H (-2.99, 0.95, 2.38)  0.43
H (-2.44, -0.12, -2.84)  0.42
H (-3.59, -1.69, -4.36)  0.52
H (-4.37, -3.88, -3.52)  0.44
H (-4.03, -4.50, -1.16)  0.50
H (-2.89, -2.95, 0.37)  0.49
O (0.55, 1.59, 1.57)  -0.61
C (1.35, 0.81, 2.22)  0.28
O (1.77, -0.21, 1.58)  -0.79
C (1.71, 1.06, 3.62)  0.10
C (2.37, 0.07, 4.33)  -0.47
C (2.66, 0.31, 5.66)  -0.19
C (2.33, 1.50, 6.29)  -0.40
C (1.67, 2.46, 5.54)  -0.42
C (1.35, 2.27, 4.21)  -0.44
N (1.29, 3.73, 6.19)  1.08
O (1.58, 3.87, 7.35)  -0.59
O (0.71, 4.54, 5.49)  -0.61
N (3.32, -0.76, 6.44)  1.02
O (3.29, -1.87, 5.96)  -0.58
O (3.84, -0.43, 7.48)  -0.56
H (2.64, -0.88, 3.88)  0.73
H (2.58, 1.67, 7.33)  0.64
H (0.82, 3.04, 3.67)  0.78

As for the HOMO-LUMO gap: 6.53 eV. Its LUMO energy is -7.8114 eV. The HOMO energy is -14.34 eV. Its net charge is +2.



Entry 3:
Entry from the Open Molecules 2025 dataset: the ion C4H8NO5S2 with charge -1 in a non-equilibrium geometry (ωB97M-V/def2-TZVPD).

Last column: Mulliken charge in e.
Cartesian coordinates (Å):
C (3.34, 0.11, 0.13)  -0.16
C (1.66, 1.73, -0.10)  -0.58
C (0.13, -0.25, -0.40)  -0.41
C (0.63, 0.83, 0.32)  0.20
N (3.01, 1.23, -0.09)  -0.43
O (-1.87, -2.13, -0.25)  -0.76
O (-4.42, -0.43, -0.12)  -0.52
O (0.42, -2.55, 0.57)  -0.66
O (-2.26, 0.27, 0.75)  -0.53
O (-3.43, 2.01, -0.48)  -0.66
S (-0.99, -1.31, 0.61)  0.77
S (-3.04, 0.54, -0.54)  0.65
H (2.78, -0.87, 0.19)  0.20
H (4.43, -0.04, -0.05)  0.24
H (1.55, 2.07, -1.16)  0.25
H (1.61, 2.78, 0.48)  0.24
H (0.35, -0.51, -1.41)  0.37
H (0.08, 0.93, 1.31)  0.18
H (-0.13, -3.22, 0.17)  0.27
H (-3.85, -1.18, 0.05)  0.35

Its energy above the lowest of the compared OMol25 structures with the same formula, charge and spin is 270.7 kJ/mol. As for the HOMO-LUMO gap: 8.72 eV. Its LUMO energy is 3.3769 eV. The HOMO energy is -5.35 eV. Its net charge is -1.



Entry 4:
Entry from the Open Molecules 2025 dataset: a cluster of 2 separate species, C3H11N2O2 in total in a non-equilibrium geometry (ωB97M-V/def2-TZVPD).

Last column: Mulliken charge in e.
Cartesian coordinates (Å):
O (-1.87, -0.54, -0.45)  -0.56
C (-1.25, 0.37, 0.02)  0.49
N (-1.85, 1.26, 0.90)  -0.41
C (0.32, 0.35, 0.15)  -0.73
N (0.61, -1.06, 0.58)  -0.17
C (1.99, -1.14, 1.17)  -0.85
H (-2.85, 1.28, 0.70)  0.29
H (-1.37, 2.11, 1.13)  0.23
H (0.54, 0.32, -0.93)  0.45
H (0.72, 1.24, 0.63)  0.48
H (0.36, -1.72, -0.16)  0.37
H (-0.03, -1.30, 1.35)  0.36
H (2.73, -0.56, 0.61)  0.36
H (2.44, -2.13, 1.20)  0.34
H (1.96, -0.51, 2.08)  0.36
H (-1.34, 0.21, -3.17)  0.28
H (-0.41, 1.23, -3.25)  0.28
O (-0.70, 0.60, -2.55)  -0.56

Its energy above the lowest of the compared OMol25 structures with the same formula, charge and spin is 207.3 kJ/mol. As for the HOMO-LUMO gap: 11.16 eV. Its LUMO energy is -3.1038 eV. The HOMO energy is -14.26 eV. Its net charge is +1.